# 1
The following is a quantum chemistry calculation of C31H38AsO3S2Sr as an isolated structure, from the Open Molecules 2025 dataset.

Structure (XYZ):
```
76
Properties=species:S:1:pos:R:3:lowdin_charge:R:1
Sr 0.35 -0.70 -0.14 1.372
O -0.84 -1.61 -1.64 -0.802
S -2.15 -0.91 -1.84 1.048
C -2.78 -1.62 -3.38 -0.354
C -2.04 -2.59 -4.03 -0.066
C -2.56 -3.18 -5.17 -0.055
C -3.81 -2.79 -5.63 -0.060
C -4.54 -1.82 -4.97 -0.057
C -4.03 -1.23 -3.83 -0.074
C -1.70 0.68 -2.56 -0.378
C -0.53 0.78 -3.30 -0.076
C -0.19 2.00 -3.86 -0.048
C -1.01 3.10 -3.68 -0.061
C -2.18 2.99 -2.95 -0.061
C -2.53 1.78 -2.38 -0.070
H -1.08 -2.88 -3.64 0.103
H -2.00 -3.94 -5.69 0.114
H -4.22 -3.26 -6.52 0.111
H -5.52 -1.53 -5.33 0.114
H -4.58 -0.47 -3.29 0.113
H 0.09 -0.10 -3.44 0.119
H 0.71 2.08 -4.45 0.117
H -0.75 4.05 -4.13 0.115
H -2.82 3.85 -2.82 0.117
H -3.43 1.68 -1.79 0.117
C -2.94 0.10 1.49 -0.038
C -1.66 -0.05 2.34 -0.722
C -1.66 1.05 3.42 -0.030
C -1.66 -1.42 3.04 -0.024
O -0.56 0.05 1.51 -0.639
H -3.82 0.23 2.11 0.088
H -3.06 -0.78 0.87 0.054
H -2.82 0.98 0.86 0.076
H -2.53 0.96 4.07 0.089
H -1.69 2.03 2.94 0.079
H -0.76 0.98 4.01 0.076
H -2.56 -1.55 3.64 0.089
H -0.79 -1.50 3.68 0.086
H -1.62 -2.21 2.28 0.070
C 3.46 -3.56 -0.25 -0.299
As 1.52 -3.25 -0.16 1.024
C 0.92 -4.67 -1.39 -0.302
C 1.11 -4.14 1.54 -0.294
H 3.71 -4.59 0.00 0.036
H 3.95 -2.88 0.46 0.024
H 3.82 -3.33 -1.25 0.028
H 1.34 -5.64 -1.10 0.034
H 1.24 -4.43 -2.41 0.025
H -0.17 -4.73 -1.37 0.023
H 1.34 -5.21 1.50 0.038
H 0.05 -4.00 1.77 0.014
H 1.70 -3.66 2.32 0.030
O 2.02 0.15 0.78 -0.737
S 1.57 0.73 2.09 1.034
C 3.20 1.31 2.72 -0.336
C 3.85 2.47 2.33 -0.068
C 5.10 2.77 2.86 -0.063
C 5.71 1.90 3.75 -0.071
C 5.06 0.73 4.14 -0.071
C 3.81 0.44 3.62 -0.092
C 0.93 2.36 1.70 -0.377
C 0.54 2.66 0.41 -0.072
C 0.01 3.91 0.13 -0.054
C -0.12 4.85 1.14 -0.061
C 0.27 4.54 2.43 -0.054
C 0.79 3.29 2.72 -0.088
H 3.39 3.14 1.62 0.115
H 5.59 3.69 2.58 0.110
H 6.68 2.13 4.16 0.109
H 5.52 0.06 4.85 0.109
H 3.29 -0.46 3.90 0.104
H 0.65 1.92 -0.37 0.083
H -0.29 4.15 -0.88 0.097
H -0.52 5.83 0.92 0.109
H 0.18 5.27 3.22 0.114
H 1.09 3.03 3.72 0.126
```

The total charge is +1. The relative energy (zero: lowest compared OMol25 entry of this formula, charge and spin) comes out at 0.00 kJ/mol. Its orbital gap is 8.53 eV. The calculation puts the LUMO energy at -0.0878 Eh.

***

# 2
The following is a quantum chemistry calculation of a 18-piece molecular cluster, C42H82NO36 overall, from the Open Molecules 2025 dataset.

Structure (XYZ):
```
161
Properties=species:S:1:pos:R:3:lowdin_charge:R:1
C 0.78 -0.58 -0.74 0.009
C 0.33 -0.66 0.70 -0.432
C 1.15 0.27 1.61 -0.153
C 0.91 1.75 1.68 -0.160
C -0.65 1.98 1.89 -0.101
C -1.48 1.34 0.72 -0.397
N -1.14 -0.18 0.68 0.185
O -2.10 -1.10 0.07 0.147
C -1.23 2.05 -0.64 0.021
C -2.93 1.52 1.27 -0.029
C 0.30 -2.04 1.34 -0.020
H 1.63 -1.24 -0.96 0.115
H 1.20 0.36 -1.08 0.095
H -0.02 -0.92 -1.40 0.102
H 2.21 0.01 1.64 0.148
H 0.90 0.09 2.65 0.121
H 1.40 2.19 0.81 0.112
H 1.30 2.14 2.62 0.123
H -0.82 3.06 1.86 0.130
H -0.87 1.60 2.89 0.128
H -0.17 2.02 -0.88 0.067
H -1.51 3.11 -0.63 0.112
H -1.70 1.57 -1.50 0.101
H -3.59 1.12 0.50 0.082
H -3.33 2.50 1.54 0.106
H -3.08 0.87 2.13 0.090
H -0.28 -2.76 0.76 0.091
H 0.11 -2.31 2.38 0.104
H 1.23 -2.57 1.14 0.102
C 1.26 5.88 -7.34 -0.241
C 0.87 4.55 -6.82 -0.151
O 1.87 4.36 -5.87 0.054
C 2.94 5.14 -6.28 -0.454
O 4.08 4.97 -5.88 0.135
O 2.58 6.00 -7.31 0.092
H 0.79 6.69 -6.78 0.145
H 0.97 5.93 -8.39 0.145
H 0.85 3.69 -7.49 0.136
H -0.12 4.56 -6.36 0.138
C -3.29 -3.29 -7.27 -0.128
C -2.73 -3.19 -5.83 -0.080
O -2.44 -1.80 -5.70 0.083
C -3.04 -1.10 -6.59 -0.554
O -3.09 0.14 -6.66 0.103
O -3.62 -1.97 -7.49 0.035
H -4.18 -3.90 -7.40 0.141
H -2.43 -3.46 -7.92 0.137
H -1.79 -3.72 -5.73 0.132
H -3.36 -3.49 -5.00 0.130
C -7.81 -1.55 4.08 -0.109
C -7.89 -1.68 2.52 -0.109
O -9.21 -2.14 2.38 0.063
C -9.75 -2.46 3.56 -0.584
O -10.81 -3.06 3.61 0.144
O -8.93 -2.24 4.57 0.096
H -7.75 -0.53 4.47 0.130
H -6.88 -2.09 4.27 0.121
H -7.22 -2.44 2.13 0.124
H -7.69 -0.74 2.00 0.125
C 1.35 8.70 2.03 -0.164
C 0.44 9.87 1.68 -0.146
O -0.18 9.25 0.67 0.085
C 0.60 8.40 0.02 -0.569
O 0.62 8.11 -1.14 0.166
O 1.69 8.21 0.79 0.072
H 0.99 7.88 2.65 0.134
H 2.28 8.93 2.54 0.136
H 0.97 10.78 1.39 0.144
H -0.11 10.15 2.58 0.141
C 3.73 -0.56 -6.69 -0.137
C 4.20 -0.75 -8.14 -0.069
O 3.93 -2.17 -8.39 0.049
C 3.23 -2.65 -7.35 -0.557
O 2.72 -3.77 -7.41 0.119
O 3.26 -1.81 -6.32 0.073
H 2.85 0.07 -6.77 0.127
H 4.49 -0.12 -6.04 0.136
H 5.26 -0.68 -8.39 0.133
H 3.51 -0.24 -8.81 0.127
C 0.71 -9.97 -0.75 -0.145
C -0.31 -10.35 -1.74 -0.153
O -0.51 -9.21 -2.50 0.118
C -0.02 -8.18 -1.85 -0.552
O -0.28 -7.01 -2.06 0.131
O 0.76 -8.54 -0.76 0.051
H 1.70 -10.24 -1.11 0.132
H 0.60 -10.29 0.29 0.138
H -1.17 -10.70 -1.16 0.139
H 0.09 -11.21 -2.29 0.142
C -5.21 8.15 -0.51 -0.106
C -5.58 9.24 0.56 -0.106
O -6.96 9.39 0.47 0.084
C -7.47 8.61 -0.44 -0.556
O -8.66 8.41 -0.67 0.129
O -6.49 7.85 -0.99 0.052
H -4.53 7.35 -0.20 0.127
H -4.71 8.71 -1.30 0.124
H -5.17 10.23 0.39 0.127
H -5.39 9.11 1.63 0.126
C 9.29 1.78 -3.54 -0.141
C 9.34 3.09 -2.82 -0.123
O 8.22 3.10 -1.98 0.076
C 7.72 1.90 -1.82 -0.478
O 6.79 1.56 -1.03 0.086
O 8.23 1.14 -2.87 0.037
H 10.25 1.27 -3.51 0.131
H 8.97 1.75 -4.58 0.134
H 9.35 3.96 -3.48 0.142
H 10.20 3.11 -2.15 0.136
C 6.92 3.64 4.07 -0.222
C 7.73 4.87 4.21 -0.196
O 7.10 5.49 5.18 0.125
C 6.17 4.78 5.78 -0.528
O 5.43 5.09 6.66 0.183
O 6.14 3.57 5.13 0.086
H 7.47 2.72 3.88 0.141
H 6.29 3.76 3.18 0.132
H 7.67 5.34 3.23 0.138
H 8.79 4.68 4.33 0.140
O -1.34 4.57 7.04 -0.055
H -1.57 4.96 7.88 0.034
H -1.04 3.68 7.26 0.025
O -0.49 0.48 8.51 -0.053
H -1.01 -0.10 9.06 0.030
H 0.08 -0.10 8.01 0.019
O -3.19 6.66 4.03 -0.058
H -2.52 6.25 4.58 0.018
H -3.89 6.89 4.64 0.031
O -2.37 -2.06 5.35 -0.058
H -2.58 -2.97 5.56 0.028
H -2.77 -1.55 6.06 0.029
O 1.67 -2.51 6.72 -0.052
H 1.10 -3.25 6.52 0.024
H 2.54 -2.79 6.43 0.032
C 6.26 -4.25 0.61 -0.096
C 6.31 -5.68 1.12 -0.315
O 5.85 -6.66 0.17 -0.082
H 5.48 -3.68 1.12 0.065
H 6.10 -4.36 -0.47 0.071
H 7.22 -3.73 0.56 0.068
H 5.62 -5.78 1.96 0.108
H 7.35 -5.78 1.41 0.105
H 6.51 -6.75 -0.52 0.077
C -7.30 -7.89 -1.33 -0.117
C -7.64 -6.48 -1.47 -0.312
O -6.43 -5.83 -0.98 -0.100
H -7.25 -8.24 -0.30 0.081
H -6.26 -8.01 -1.65 0.078
H -7.83 -8.59 -1.98 0.083
H -8.60 -6.14 -1.07 0.113
H -7.72 -6.27 -2.53 0.106
H -6.38 -4.90 -1.19 0.069
C -1.80 -7.43 4.52 -0.124
C -0.39 -7.55 4.88 -0.359
O -0.25 -6.74 6.00 -0.084
H -2.24 -6.45 4.38 0.079
H -2.48 -7.94 5.21 0.081
H -1.88 -8.02 3.61 0.079
H 0.24 -7.20 4.06 0.126
H -0.29 -8.57 5.26 0.121
H -0.86 -7.06 6.66 0.085
```

The total charge is +1. Its orbital gap is 4.53 eV. The calculation puts the LUMO energy at -0.2663 Eh.

***

# 3
The following is a quantum chemistry calculation of C41H39FeN5O5S3Sb as an isolated structure, from the Open Molecules 2025 dataset.

Structure (XYZ):
```
95
Properties=species:S:1:pos:R:3:lowdin_charge:R:1
Fe -2.43 -0.09 -0.66 0.327
N -4.46 1.80 -3.98 0.057
C -3.85 1.06 -3.00 -0.845
S -3.62 1.77 -1.47 0.771
N -3.50 -0.16 -3.38 0.028
N -2.99 -0.89 -2.35 -0.017
C -2.81 -2.15 -2.54 -0.167
C -3.12 -2.84 -3.82 -0.184
C -2.33 -2.62 -4.94 -0.026
C -2.59 -3.29 -6.12 -0.088
C -3.65 -4.18 -6.20 -0.106
C -4.45 -4.40 -5.09 -0.090
C -4.18 -3.74 -3.90 -0.034
C -2.33 -2.88 -1.37 -0.212
C -2.11 -4.25 -1.33 -0.003
C -1.74 -4.83 -0.13 -0.065
C -1.61 -4.03 0.99 -0.058
C -1.80 -2.67 0.86 -0.142
N -2.14 -2.11 -0.29 0.009
H -4.46 2.79 -3.86 0.069
H -4.38 1.43 -4.92 0.083
H -1.51 -1.91 -4.88 0.119
H -1.97 -3.11 -6.99 0.096
H -3.86 -4.70 -7.13 0.093
H -5.29 -5.09 -5.14 0.097
H -4.80 -3.90 -3.03 0.124
H -2.23 -4.84 -2.23 0.111
H -1.56 -5.89 -0.07 0.102
H -1.34 -4.45 1.95 0.101
H -1.69 -1.99 1.69 0.120
C -0.70 4.05 6.81 -0.060
C -0.71 3.55 5.39 -0.277
C -0.13 2.32 5.06 -0.036
C -0.17 1.84 3.76 -0.046
C -0.79 2.59 2.77 -0.271
C -1.36 3.82 3.07 -0.046
C -1.32 4.29 4.38 -0.040
S -0.86 1.98 1.10 0.564
O 0.50 1.51 0.79 -0.434
O -1.27 3.11 0.30 -0.333
N -1.82 0.74 1.12 -0.251
C -3.05 0.94 1.92 -0.183
C -4.06 -0.16 1.61 -0.665
O -4.83 -0.52 2.50 -0.005
O -4.03 -0.59 0.41 -0.121
H 0.19 3.71 7.34 0.071
H -1.57 3.67 7.35 0.081
H -0.73 5.14 6.85 0.071
H 0.35 1.74 5.83 0.105
H 0.26 0.89 3.51 0.097
H -1.83 4.39 2.28 0.112
H -1.77 5.25 4.61 0.109
H -3.54 1.89 1.68 0.117
H -2.84 0.93 2.99 0.108
S 0.81 -1.59 -0.70 0.168
Sb 2.41 -0.28 0.12 1.231
C 2.51 -0.15 2.22 -0.346
C 3.17 0.84 2.94 -0.119
C 3.20 0.79 4.33 -0.091
C 2.57 -0.24 5.00 -0.104
C 1.91 -1.23 4.29 -0.082
C 1.88 -1.19 2.90 -0.126
C 2.84 1.49 -0.94 -0.331
C 3.15 2.71 -0.35 -0.106
C 3.46 3.80 -1.15 -0.081
C 3.45 3.68 -2.53 -0.092
C 3.13 2.47 -3.12 -0.096
C 2.82 1.37 -2.33 -0.131
C 4.28 -1.28 -0.21 -0.329
C 4.41 -2.11 -1.31 -0.136
C 5.62 -2.74 -1.58 -0.094
C 6.71 -2.54 -0.74 -0.104
C 6.58 -1.72 0.37 -0.099
C 5.37 -1.09 0.64 -0.119
H 3.66 1.66 2.43 0.090
H 3.70 1.57 4.88 0.104
H 2.58 -0.27 6.08 0.100
H 1.40 -2.04 4.81 0.104
H 1.34 -1.95 2.34 0.081
H 3.11 2.82 0.72 0.086
H 3.68 4.75 -0.69 0.101
H 3.68 4.54 -3.15 0.098
H 3.10 2.38 -4.20 0.103
H 2.53 0.43 -2.79 0.100
H 3.55 -2.29 -1.94 0.073
H 5.71 -3.39 -2.44 0.098
H 7.65 -3.03 -0.94 0.095
H 7.42 -1.57 1.04 0.097
H 5.28 -0.45 1.51 0.088
C -0.74 2.01 -2.91 -0.149
O -0.60 0.91 -2.02 -0.219
H 0.25 2.33 -3.26 0.067
H -1.26 2.84 -2.45 0.052
H -1.31 1.66 -3.77 0.071
H -0.12 1.22 -1.24 0.008
```

The total charge is -1. The relative energy (zero: lowest compared OMol25 entry of this formula, charge and spin) comes out at 0.00 kJ/mol. Its orbital gap (spin up / spin down) is 6.73 / 6.83 eV. The calculation puts the LUMO energy (spin up / spin down) at 0.0841 / 0.0841 Eh.

***

# 4
The following is a quantum chemistry calculation of C34H37MoN4O4S3 as an isolated structure, from the Open Molecules 2025 dataset.

Structure (XYZ):
```
83
Properties=species:S:1:pos:R:3:lowdin_charge:R:1
Mo -1.27 -0.01 -0.35 1.498
O -4.21 2.48 -2.47 0.053
C -3.58 3.67 -2.39 -0.271
C -4.14 4.74 -3.10 -0.017
C -3.53 5.98 -3.08 -0.089
C -2.36 6.19 -2.35 -0.098
C -1.81 5.14 -1.65 -0.034
C -2.40 3.87 -1.65 -0.090
C -1.76 2.77 -0.90 -0.435
O -2.44 1.64 -0.77 -0.241
N -0.59 2.92 -0.38 0.089
N -0.26 1.73 0.26 -0.172
C 0.52 1.79 1.32 -0.096
C 0.51 0.63 2.11 -0.314
C 1.28 0.44 3.28 -0.060
C 1.14 -0.70 4.00 -0.085
C 0.22 -1.68 3.57 -0.071
C -0.50 -1.45 2.43 -0.161
N -0.39 -0.33 1.69 -0.049
H -3.72 1.85 -1.91 0.072
H -5.04 4.56 -3.66 0.116
H -3.98 6.79 -3.64 0.101
H -1.89 7.16 -2.34 0.096
H -0.90 5.27 -1.08 0.106
H 1.04 2.70 1.59 0.127
H 1.97 1.22 3.57 0.118
H 1.72 -0.86 4.90 0.105
H 0.07 -2.59 4.13 0.098
H -1.22 -2.17 2.06 0.079
O 2.29 -0.32 -0.56 -0.503
S 2.80 -1.01 0.66 0.954
C 3.95 -2.28 0.03 -0.302
C 3.16 -3.19 -0.90 -0.251
C 2.23 -4.11 -0.12 -0.256
C 1.07 -4.66 -0.93 -0.292
S -0.09 -3.31 -1.35 0.976
O -0.17 -2.49 -0.10 -0.586
C -1.56 -4.32 -1.42 -0.388
C -2.25 -4.60 -0.25 -0.103
C -3.39 -5.39 -0.31 -0.078
C -3.83 -5.89 -1.53 -0.075
C -3.13 -5.59 -2.70 -0.072
C -2.00 -4.80 -2.65 -0.084
C 4.03 0.06 1.38 -0.392
C 4.64 -0.29 2.58 -0.096
C 5.56 0.57 3.15 -0.080
C 5.86 1.78 2.53 -0.084
C 5.22 2.13 1.35 -0.069
C 4.30 1.27 0.76 -0.066
H 4.33 -2.82 0.90 0.098
H 4.79 -1.77 -0.47 0.103
H 3.85 -3.76 -1.53 0.121
H 2.59 -2.55 -1.58 0.084
H 1.81 -3.57 0.73 0.088
H 2.79 -4.95 0.29 0.122
H 0.52 -5.42 -0.38 0.096
H 1.39 -5.08 -1.89 0.101
H -1.90 -4.18 0.69 0.102
H -3.94 -5.61 0.59 0.109
H -4.72 -6.49 -1.58 0.106
H -3.48 -5.97 -3.65 0.107
H -1.46 -4.55 -3.55 0.105
H 4.38 -1.23 3.07 0.112
H 6.05 0.30 4.08 0.104
H 6.57 2.45 2.98 0.103
H 5.45 3.08 0.87 0.107
H 3.78 1.52 -0.15 0.111
S -4.15 -1.75 0.61 0.707
C -2.87 -1.04 0.12 -0.823
C -1.54 -1.10 -4.24 -0.041
C -0.63 -0.18 -3.42 -0.678
C 0.84 -0.53 -3.66 -0.050
C -0.89 1.28 -3.79 -0.037
N -0.99 -0.35 -2.02 -0.169
H -1.35 -0.95 -5.30 0.088
H -2.59 -0.87 -4.04 0.088
H -1.36 -2.14 -3.99 0.050
H 1.10 -0.29 -4.69 0.086
H 1.02 -1.59 -3.50 0.052
H 1.48 0.04 -2.99 0.071
H -0.65 1.44 -4.85 0.089
H -0.28 1.94 -3.18 0.085
H -1.94 1.53 -3.64 0.075
```

The relative energy (zero: lowest compared OMol25 entry of this formula, charge and spin) comes out at 69.03 kJ/mol. Its spin multiplicity is 2. Its orbital gap (spin up / spin down) is 5.32 / 6.52 eV. The calculation puts the LUMO energy (spin up / spin down) at -0.0162 / -0.0247 Eh. The expectation value of S² is 0.7676.

***

# 5
The following is a quantum chemistry calculation of a 2-piece molecular cluster, C4H11NO2P overall, from the Open Molecules 2025 dataset.

Structure (XYZ):
```
19
Properties=species:S:1:pos:R:3:lowdin_charge:R:1
C -1.03 0.92 -1.37 -0.063
C -0.33 -1.54 -1.18 0.000
C -0.45 -0.11 -0.46 -0.372
C 0.93 0.25 -0.12 -0.041
N 1.39 0.52 1.06 0.222
O 0.95 1.41 5.98 -0.403
O 0.67 0.27 3.71 -0.397
P 1.22 1.57 4.57 0.823
H -0.64 0.99 -2.31 0.071
H -2.07 0.73 -1.50 0.097
H -1.00 1.91 -1.04 0.079
H 0.58 -1.41 -1.75 0.080
H -1.21 -1.72 -1.76 0.087
H -0.28 -2.23 -0.39 0.068
H -1.17 -0.21 0.52 0.200
H 1.66 0.35 -1.01 0.196
H 2.26 0.94 1.32 0.129
H 0.23 -0.54 4.15 0.130
H 0.88 0.35 2.00 0.095
```

The total charge is +1. The relative energy (zero: lowest compared OMol25 entry of this formula, charge and spin) comes out at 0.00 kJ/mol. Its orbital gap is 10.13 eV. The calculation puts the LUMO energy at -0.1645 Eh.

***

# 6
The following is a quantum chemistry calculation of C19H20N2O3S in the gas phase, from the Open Molecules 2025 dataset.

Structure (XYZ):
```
45
Properties=species:S:1:pos:R:3:lowdin_charge:R:1
C -1.71 3.58 -2.28 -0.073
O -1.06 2.40 -2.71 -0.066
C -1.01 1.29 -1.94 -0.194
C -0.21 0.28 -2.47 0.056
C -0.02 -0.92 -1.81 -0.184
C -0.61 -1.10 -0.57 -0.163
C -1.44 -0.13 -0.04 0.028
C -1.67 1.06 -0.72 -0.195
O -2.52 2.03 -0.24 -0.116
C -3.30 1.74 0.89 -0.074
C -0.28 -2.38 0.14 -0.059
N 1.15 -2.62 0.03 -0.100
C 1.96 -2.87 1.06 -0.854
S 3.47 -3.54 0.86 0.682
N 1.51 -2.60 2.35 0.089
C 1.08 -1.41 2.91 -0.428
O 0.69 -1.41 4.06 0.089
C 1.13 -0.17 2.09 -0.140
C 0.24 0.84 2.43 -0.030
C 0.26 2.05 1.75 -0.079
C 1.17 2.25 0.73 -0.067
C 2.08 1.25 0.41 -0.052
C 2.08 0.06 1.10 -0.017
C 1.72 -2.66 -1.31 -0.185
C 0.77 -2.07 -2.36 -0.100
H -1.33 3.91 -1.31 0.091
H -2.79 3.44 -2.21 0.094
H -1.49 4.32 -3.04 0.094
H 0.26 0.47 -3.42 0.129
H -1.92 -0.32 0.91 0.116
H -2.69 1.60 1.79 0.081
H -3.94 2.62 1.03 0.099
H -3.93 0.86 0.74 0.101
H -0.57 -2.35 1.19 0.130
H -0.80 -3.23 -0.33 0.145
H 1.77 -3.29 3.05 0.143
H -0.46 0.67 3.24 0.122
H -0.43 2.83 2.02 0.109
H 1.18 3.18 0.19 0.109
H 2.81 1.42 -0.36 0.111
H 2.84 -0.68 0.89 0.096
H 2.65 -2.08 -1.28 0.104
H 1.99 -3.69 -1.56 0.112
H 0.06 -2.85 -2.67 0.125
H 1.34 -1.78 -3.23 0.122
```

The relative energy (zero: lowest compared OMol25 entry of this formula, charge and spin) comes out at 154.89 kJ/mol. Its orbital gap is 8.38 eV. As for the SMILES: COc1cc2c(cc1OC)CN(C(=S)NC(=O)c1ccccc1)CC2. The calculation puts the LUMO energy at 0.0115 Eh.